Formula: C39H34NOReS4
Source: OMol25
Level of theory: the ωB97M-V functional and the def2-TZVPD basis

Net charge: +1
Spin multiplicity: 4

Each line ends with the Mulliken spin population.
Atoms and positions in Å:
Re1 1.1712 -0.5764 0.0966  2.413
S1 1.7356 0.2395 2.4075  0.110
C1 1.2330 1.9004 2.2971  -0.022
C2 0.6925 2.5614 3.3981  0.021
C3 0.3149 3.8849 3.2925  -0.009
C4 0.4594 4.5655 2.0911  0.016
C5 0.9980 3.9282 0.9841  0.001
C6 1.3854 2.6056 1.0893  0.037
S2 2.2508 1.6833 -0.1504  -0.006
C7 1.9707 2.5384 -1.7384  0.010
C8 2.3683 1.5257 -2.7706  -0.002
C9 2.2440 1.6924 -4.1414  -0.003
C10 2.6501 0.6476 -4.9591  0.002
C11 3.1643 -0.5152 -4.3995  -0.002
C12 3.2436 -0.5970 -3.0149  -0.005
C13 3.7099 -1.7928 -2.2421  0.032
S3 3.4203 -1.4377 -0.4490  -0.026
C14 3.4183 -3.0970 0.2281  0.039
C15 4.5909 -3.8397 0.1952  0.003
C16 4.6553 -5.0734 0.8158  0.014
C17 3.5522 -5.5538 1.5078  -0.010
C18 2.3864 -4.8204 1.5488  0.026
C19 2.2982 -3.5840 0.9048  -0.001
S4 0.7617 -2.7533 0.9838  0.134
N1 2.8548 0.4105 -2.2497  0.034
H1 0.5837 2.0266 4.3287  -0.002
H2 -0.0920 4.3908 4.1541  0.000
H3 0.1660 5.5998 2.0179  0.001
H4 1.1173 4.4581 0.0511  0.001
H5 2.6205 3.4124 -1.7829  0.003
H6 0.9288 2.8357 -1.8378  0.008
H7 1.8444 2.6042 -4.5555  -0.001
H8 2.5581 0.7435 -6.0311  0.000
H9 3.4968 -1.3286 -5.0245  -0.001
H10 4.7814 -1.9628 -2.3552  -0.003
H11 3.1738 -2.6933 -2.5365  0.001
H12 5.4589 -3.4419 -0.3068  0.000
H13 5.5640 -5.6527 0.7714  0.001
H14 3.6139 -6.4904 2.0379  0.000
H15 1.5219 -5.1808 2.0824  0.001
C20 -5.8751 1.6602 4.6844  0.000
C21 -4.7058 1.1559 3.9110  0.004
C22 -4.1157 -0.0651 4.2226  -0.001
C23 -3.0509 -0.5628 3.4977  0.000
C24 -2.4512 -1.8722 3.9045  0.000
C25 -2.5481 0.1897 2.4025  0.005
C26 -1.4427 -0.3593 1.6776  0.032
O1 -0.7515 0.2035 0.8151  0.040
C27 -3.1342 1.4418 2.0885  0.010
C28 -2.6402 2.2588 0.9444  -0.003
C29 -4.1974 1.8940 2.8454  -0.002
H16 -6.0488 1.0595 5.5726  0.000
H17 -6.7682 1.6208 4.0606  0.000
H18 -5.7231 2.6975 4.9771  0.000
H19 -4.5026 -0.6338 5.0563  0.000
H20 -2.8888 -2.2100 4.8397  0.000
H21 -1.3758 -1.7905 4.0455  0.000
H22 -2.6444 -2.6332 3.1495  0.000
H23 -1.1860 -1.3909 1.9493  -0.041
H24 -1.5721 2.4434 1.0332  0.001
H25 -3.1568 3.2129 0.9071  0.001
H26 -2.8095 1.7342 0.0054  0.000
H27 -4.6494 2.8484 2.6142  0.000
C30 -2.2600 1.5162 -4.0122  -0.012
C31 -1.7430 1.9160 -2.7740  0.017
C32 -0.9351 1.0745 -2.0574  0.031
C33 -0.5872 -0.2108 -2.5220  -0.080
C34 0.2438 -1.0962 -1.7697  -0.050
C35 0.4811 -2.3455 -2.3200  0.119
C36 -0.0435 -2.7477 -3.5541  -0.036
C37 -0.8365 -1.8984 -4.2718  0.072
C38 -1.1303 -0.6149 -3.7737  -0.024
C39 -1.9596 0.2719 -4.4942  0.012
H28 -2.9029 2.1824 -4.5680  0.000
H29 -1.9976 2.8901 -2.3819  0.001
H30 -0.5728 1.3748 -1.0881  0.052
H31 1.0836 -3.0696 -1.7857  0.035
H32 0.1730 -3.7393 -3.9241  0.001
H33 -1.2574 -2.2002 -5.2183  0.002
H34 -2.3842 -0.0690 -5.4275  0.000


Formula: C21H29N3O3V
Source: OMol25
Level of theory: the ωB97M-V functional and the def2-TZVPD basis

Net charge: 0
Spin multiplicity: 2

Each line ends with the Mulliken spin population.
Atoms and positions in Å:
O1 -1.0777 2.1196 -0.8056  -0.191
V1 -0.3742 0.8091 -0.2898  1.159
C1 2.4839 0.7282 -3.5722  0.001
C2 2.4821 0.8584 -2.0544  0.000
C3 3.5041 1.9278 -1.6237  0.003
O2 1.2378 1.0935 -1.5233  0.023
H1 2.1625 1.6517 -4.0587  0.001
H2 1.8831 -0.1202 -3.9131  -0.001
H3 3.4877 0.4989 -3.9454  0.000
H4 2.9097 -0.0913 -1.6509  0.000
H5 4.3452 2.0152 -2.3172  0.000
H6 3.9365 1.7481 -0.6362  0.000
H7 3.0284 2.9117 -1.5667  0.000
C4 -2.2068 -1.2358 2.9802  0.001
C5 -2.7801 -0.4490 1.8027  0.003
C6 -3.8653 0.5065 2.2926  0.002
O3 -1.8284 0.2530 1.0997  0.014
H8 -1.6832 -0.5525 3.6632  0.000
H9 -1.4872 -1.9927 2.6713  0.000
H10 -3.0017 -1.6968 3.5732  0.000
H11 -3.2780 -1.2155 1.1637  0.004
H12 -4.6190 -0.0426 2.8734  0.000
H13 -4.3536 1.0583 1.4938  0.000
H14 -3.4314 1.1896 3.0316  0.000
N1 -1.6153 -0.2600 -1.8636  -0.005
C7 -2.8539 -0.7023 -1.7389  0.003
C8 -3.6123 -1.0931 -2.8265  -0.002
C9 -3.0044 -1.1585 -4.0736  0.001
C10 -1.6831 -0.7770 -4.2089  -0.003
C11 -1.0317 -0.3818 -3.0560  -0.003
H15 -3.2577 -0.7430 -0.7350  0.000
H16 -4.6457 -1.3915 -2.7238  0.000
H17 -3.5611 -1.5645 -4.9110  0.000
H18 -1.1653 -0.7710 -5.1557  0.000
H19 -0.0094 -0.0204 -3.0993  0.000
N2 0.5189 -1.2113 0.2614  -0.007
C12 0.7848 -2.1557 -0.6380  0.002
C13 1.3282 -3.3856 -0.3356  0.000
C14 1.5751 -3.6731 1.0016  0.000
C15 1.2078 -2.7437 1.9583  -0.001
C16 0.7349 -1.5149 1.5382  0.001
H20 0.6263 -1.9111 -1.6826  0.000
H21 1.6517 -4.1280 -1.0503  0.000
H22 1.9960 -4.6247 1.3005  0.000
H23 1.3517 -2.9311 3.0135  0.000
H24 0.4053 -0.7725 2.2537  0.000
N3 0.7521 1.6627 1.3648  -0.011
C17 2.0666 1.5501 1.4748  0.005
C18 2.8033 2.2100 2.4370  -0.002
C19 2.1231 2.9433 3.3954  0.002
C20 0.7345 2.9879 3.3432  -0.004
C21 0.0840 2.3098 2.3315  0.006
H25 2.5937 0.9750 0.7250  -0.002
H26 3.8812 2.1458 2.4694  0.000
H27 2.6131 3.3970 4.2481  0.000
H28 0.1202 3.4142 4.1244  0.000
H29 -0.9867 2.3455 2.1695  0.000


Formula: C4H7N3O
Source: OMol25
Level of theory: the ωB97M-V functional and the def2-TZVPD basis

Net charge: 0

Each line ends with the Löwdin charge.
Atoms and positions in Å:
H1 -0.5880 -2.6973 0.3743  0.041
N1 -0.7428 -1.8390 0.8829  0.129
C1 -0.1090 -0.9566 0.1573  -0.351
N2 0.8371 -1.0911 -0.8539  0.025
N3 1.0556 0.1879 -1.4594  -0.041
C2 0.5263 1.2608 -0.6107  -0.184
C3 0.7509 1.2103 0.8537  -0.029
C4 -0.4944 0.5429 0.3293  -0.384
O1 -1.7824 0.7568 0.7224  0.032
H2 1.7187 -1.5215 -0.4942  0.157
H3 0.5409 0.2354 -2.3737  0.133
H4 0.3498 2.1545 -1.1826  0.142
H5 1.5822 0.5884 1.2575  0.127
H6 0.6695 2.1732 1.2890  0.103
H7 -2.1065 -0.1365 0.9861  0.099


Formula: C22H23Br2N2O4Os
Source: OMol25
Level of theory: the ωB97M-V functional and the def2-TZVPD basis

Net charge: +1

Each line ends with the Löwdin charge.
Atoms and positions in Å:
Os1 -0.2722 0.2855 -0.0862  1.697
C1 -2.4297 -0.1940 2.9406  0.008
C2 -0.9798 -0.1496 3.2851  -0.257
C3 -0.5462 -0.1356 4.6236  0.029
C4 0.7896 -0.1934 4.9182  0.022
C5 1.7273 -0.3131 3.8756  -0.169
C6 3.1361 -0.4789 4.0477  -0.584
Br1 3.8943 -0.3781 5.7607  0.881
C7 3.9714 -0.6993 2.9685  -0.144
C8 3.4655 -0.6724 1.6812  -0.572
Br2 4.5823 -0.9205 0.2008  0.899
C9 2.0987 -0.3764 1.4294  -0.405
O1 1.6624 -0.1606 0.2633  -0.178
C10 1.2197 -0.2776 2.5682  -0.147
N1 -0.0930 -0.1577 2.3024  0.122
H1 -3.0402 -0.2978 3.8332  0.096
H2 -2.6211 -1.0390 2.2782  0.098
H3 -2.7307 0.7132 2.4157  0.057
H4 -1.2836 -0.0902 5.4118  0.129
H5 1.1279 -0.1821 5.9452  0.099
H6 5.0281 -0.8670 3.1198  0.111
C11 2.9569 2.8645 -0.9683  -0.045
C12 2.5850 3.8003 0.1843  -0.359
C13 2.7390 3.1362 1.5553  -0.039
C14 1.1884 4.3652 0.0608  -0.124
C15 1.0405 5.7382 0.1313  -0.027
C16 -0.1994 6.3490 0.0681  -0.053
C17 -1.3220 5.5603 -0.1078  -0.029
C18 -1.2426 4.1825 -0.1961  -0.127
C19 -2.5253 3.4077 -0.4144  -0.349
C20 -2.4931 2.6362 -1.7377  -0.054
C21 -2.8542 2.4986 0.7760  -0.073
C22 0.0254 3.5383 -0.0614  -0.217
O2 0.1131 2.2134 -0.0305  -0.245
H7 4.0062 2.5756 -0.8925  0.081
H8 2.8115 3.3713 -1.9223  0.092
H9 2.3563 1.9601 -0.9639  0.046
H10 3.2757 4.6464 0.1518  0.133
H11 2.0170 2.3315 1.6618  0.054
H12 2.5627 3.8539 2.3569  0.091
H13 3.7504 2.7369 1.6632  0.087
H14 1.9300 6.3443 0.2522  0.120
H15 -0.2866 7.4233 0.1512  0.112
H16 -2.2956 6.0289 -0.1806  0.119
H17 -3.3304 4.1433 -0.4840  0.135
H18 -1.7095 1.8779 -1.7405  0.029
H19 -2.3130 3.3203 -2.5659  0.096
H20 -3.4495 2.1385 -1.8990  0.090
H21 -2.1575 1.6632 0.8275  -0.008
H22 -3.8595 2.0920 0.6589  0.098
H23 -2.8025 3.0589 1.7105  0.101
O3 -0.8820 -1.5947 -0.3972  -0.215
N2 -2.0661 -1.3371 -0.7675  -0.097
O4 -2.2336 -0.0890 -0.7102  -0.217


Number 1: DFT total energy -3307.421843 hartree. Number 2: DFT total energy -2151.635992 hartree. Number 3: DFT total energy -396.032633 hartree. Number 4: DFT total energy -6500.896362 hartree.